The following is a DFT calculation (ωB97M-V/def2-TZVPD) of a cluster of 10 separate species, C23H66O15 in total in a non-equilibrium geometry.

Summary:
- energy (eV) = -55623.1218
- LUMO energy (eV) = 0.294
- SMILES = COCCOC.COCCOC.COCCOC.COCCOC.COCCOC.CO.CO.CO.O.O
- F_max (hartree/bohr) = 0.066

Bonds (Å) are listed after each position.
Geometry (Å):
1 C 5.399 -11.031 26.557  O2 1.415, H7 1.090, H8 1.090, H9 1.090
2 O 5.000 -11.594 25.322  C1 1.415, C3 1.417
3 C 3.589 -11.722 25.351  O2 1.417, C4 1.598, H10 1.090, H11 1.090
4 C 3.178 -12.582 24.068  C3 1.598, O5 1.453, H12 1.090, H13 1.090
5 O 3.626 -13.946 23.846  C4 1.453, C6 1.375
6 C 4.940 -14.242 24.123  O5 1.375, H14 1.090, H15 1.090, H16 1.090
7 H 6.485 -11.015 26.465  C1 1.090
8 H 5.037 -11.727 27.315  C1 1.090
9 H 5.040 -10.040 26.834  C1 1.090
10 H 3.021 -10.792 25.381  C3 1.090
11 H 3.236 -12.300 26.206  C3 1.090
12 H 3.618 -11.915 23.327  C4 1.090
13 H 2.137 -12.452 23.771  C4 1.090
14 H 5.635 -13.583 23.603  C6 1.090
15 H 5.134 -15.257 23.775  C6 1.090
16 H 5.097 -14.194 25.200  C6 1.090
17 C 0.429 -11.974 18.518  O18 1.430, H23 1.090, H24 1.090, H25 1.090
18 O 1.032 -10.751 18.084  C17 1.430, C19 1.410
19 C 1.852 -10.151 19.062  O18 1.410, C20 1.556, H26 1.090, H27 1.090
20 C 2.178 -8.712 18.568  C19 1.556, O21 1.434, H28 1.090, H29 1.090
21 O 1.122 -7.834 18.980  C20 1.434, C22 1.449
22 C 1.018 -6.601 18.226  O21 1.449, H30 1.090, H31 1.090, H32 1.090
23 H 1.186 -12.752 18.619  C17 1.090
24 H -0.252 -12.388 17.775  C17 1.090
25 H -0.184 -11.898 19.416  C17 1.090
26 H 2.737 -10.785 19.118  C19 1.090
27 H 1.468 -10.048 20.076  C19 1.090
28 H 2.354 -8.623 17.496  C20 1.090
29 H 3.071 -8.136 18.810  C20 1.090
30 H 0.214 -5.966 18.597  C22 1.090
31 H 0.866 -6.887 17.185  C22 1.090
32 H 1.950 -6.042 18.310  C22 1.090
33 C -1.897 -11.707 26.584  O34 1.445, H39 1.090, H40 1.090, H41 1.090
34 O -0.860 -11.754 27.589  C33 1.445, C35 1.440
35 C -1.233 -11.237 28.880  O34 1.440, C36 1.566, H42 1.090, H43 1.090
36 C -0.081 -11.124 29.934  C35 1.566, O37 1.489, H44 1.090, H45 1.090
37 O 0.761 -9.918 29.697  C36 1.489, C38 1.386
38 C 1.602 -9.655 30.767  O37 1.386, H46 1.090, H47 1.090, H48 1.090
39 H -1.553 -12.160 25.654  C33 1.090
40 H -2.259 -10.702 26.368  C33 1.090
41 H -2.748 -12.338 26.842  C33 1.090
42 H -1.957 -11.956 29.263  C35 1.090
43 H -1.690 -10.248 28.910  C35 1.090
44 H 0.576 -11.993 29.982  C36 1.090
45 H -0.611 -11.149 30.886  C36 1.090
46 H 2.169 -10.519 31.114  C38 1.090
47 H 0.995 -9.268 31.585  C38 1.090
48 H 2.250 -8.842 30.439  C38 1.090
49 C 8.236 -15.319 15.512  O50 1.428, H55 1.090, H56 1.090, H57 1.090
50 O 7.225 -15.279 16.521  C49 1.428, C51 1.413
51 C 7.813 -15.503 17.786  O50 1.413, C52 1.530, H58 1.090, H59 1.090
52 C 6.726 -15.702 18.844  C51 1.530, O53 1.434, H60 1.090, H61 1.090
53 O 5.937 -16.842 18.481  C52 1.434, C54 1.404
54 C 4.866 -17.254 19.291  O53 1.404, H62 1.090, H63 1.090, H64 1.090
55 H 8.752 -16.278 15.541  C49 1.090
56 H 8.905 -14.486 15.731  C49 1.090
57 H 7.884 -15.089 14.506  C49 1.090
58 H 8.510 -14.718 18.079  C51 1.090
59 H 8.389 -16.425 17.701  C51 1.090
60 H 6.055 -14.844 18.807  C52 1.090
61 H 7.156 -15.870 19.832  C52 1.090
62 H 5.160 -17.569 20.292  C54 1.090
63 H 4.353 -18.115 18.861  C54 1.090
64 H 4.168 -16.417 19.317  C54 1.090
65 C 0.902 -19.751 24.759  O66 1.438, H71 1.090, H72 1.090, H73 1.090
66 O 0.038 -19.744 25.908  C65 1.438, C67 1.465
67 C -0.497 -21.049 26.305  O66 1.465, C68 1.531, H74 1.090, H75 1.090
68 C -1.930 -20.967 26.837  C67 1.531, O69 1.422, H76 1.090, H77 1.090
69 O -2.973 -20.635 25.929  C68 1.422, C70 1.373
70 C -4.251 -20.802 26.403  O69 1.373, H78 1.090, H79 1.090, H80 1.090
71 H 1.773 -20.362 24.996  C65 1.090
72 H 1.165 -18.749 24.419  C65 1.090
73 H 0.332 -20.199 23.945  C65 1.090
74 H 0.171 -21.508 27.034  C67 1.090
75 H -0.580 -21.737 25.464  C67 1.090
76 H -1.847 -20.220 27.626  C68 1.090
77 H -2.173 -21.919 27.308  C68 1.090
78 H -4.941 -20.233 25.779  C70 1.090
79 H -4.363 -20.509 27.447  C70 1.090
80 H -4.574 -21.838 26.498  C70 1.090
81 O -0.765 -17.848 18.569  H82 0.957, H83 0.957
82 H -0.842 -17.307 19.354  O81 0.957
83 H -1.629 -18.248 18.468  O81 0.957
84 O -0.461 -15.608 21.693  H85 0.957, H86 0.957
85 H 0.125 -15.822 22.419  O84 0.957
86 H -1.311 -15.456 22.107  O84 0.957
87 C -3.958 -19.590 20.227  O88 1.410, H89 1.090, H90 1.090, H91 1.090
88 O -3.933 -19.520 18.819  C87 1.410, H92 0.960
89 H -4.870 -20.088 20.557  C87 1.090
90 H -3.072 -20.058 20.656  C87 1.090
91 H -3.931 -18.545 20.534  C87 1.090
92 H -4.394 -20.279 18.456  O88 0.960
93 C 0.932 -16.081 27.627  O94 1.393, H95 1.090, H96 1.090, H97 1.090
94 O 2.131 -16.741 27.886  C93 1.393, H98 0.960
95 H 0.114 -16.650 28.069  C93 1.090
96 H 0.878 -15.127 28.152  C93 1.090
97 H 0.828 -15.894 26.558  C93 1.090
98 H 1.954 -17.643 27.608  O94 0.960
99 C -3.430 -16.883 24.555  O100 1.456, H101 1.090, H102 1.090, H103 1.090
100 O -3.598 -15.909 23.486  C99 1.456, H104 0.960
101 H -4.143 -16.741 25.367  C99 1.090
102 H -3.693 -17.819 24.063  C99 1.090
103 H -2.507 -16.900 25.134  C99 1.090
104 H -4.505 -15.958 23.178  O100 0.960